1.
{"formula": "C15H20O15", "method": "ωB97M-V with the def2-TZVPD basis set", "elements": ["C", "C", "O", "C", "O", "O", "H", "H", "H", "H", "C", "C", "O", "C", "O", "O", "H", "H", "H", "H", "C", "C", "O", "C", "O", "O", "H", "H", "H", "H", "C", "C", "O", "C", "O", "O", "H", "H", "H", "H", "C", "C", "O", "C", "O", "O", "H", "H", "H", "H"], "xyz": [[0.685, -5.343, -0.546], [1.427, -3.990, -0.626], [1.092, -3.393, -1.936], [0.131, -4.173, -2.512], [-0.269, -4.064, -3.618], [-0.128, -5.259, -1.786], [-0.005, -5.416, 0.295], [1.413, -6.152, -0.587], [2.471, -3.983, -0.314], [1.058, -3.334, 0.162], [-2.426, 5.640, -1.265], [-1.477, 4.513, -1.489], [-1.842, 4.029, -2.747], [-2.969, 4.493, -3.129], [-3.584, 4.140, -4.100], [-3.478, 5.343, -2.151], [-2.085, 6.651, -1.487], [-2.783, 5.700, -0.236], [-1.722, 3.763, -0.737], [-0.394, 4.622, -1.431], [4.846, 4.200, -0.250], [4.510, 2.727, -0.445], [3.210, 2.601, 0.058], [2.593, 3.763, 0.062], [1.447, 3.981, 0.371], [3.518, 4.751, -0.087], [5.562, 4.530, -1.003], [5.419, 4.222, 0.677], [5.158, 2.044, 0.105], [4.411, 2.503, -1.507], [0.562, 1.148, 1.282], [1.188, 0.118, 0.385], [0.833, -1.116, 0.989], [0.027, -0.866, 2.036], [-0.547, -1.747, 2.627], [-0.218, 0.406, 2.228], [-0.109, 1.803, 0.726], [1.352, 1.648, 1.843], [2.262, 0.101, 0.570], [0.841, 0.178, -0.647], [-2.219, -4.139, 2.113], [-3.365, -3.028, 1.981], [-4.504, -3.878, 2.105], [-4.157, -5.206, 2.049], [-4.876, -6.203, 1.928], [-2.886, -5.301, 1.905], [-1.732, -4.289, 3.077], [-1.454, -4.010, 1.347], [-3.387, -2.519, 1.017], [-3.398, -2.209, 2.699]], "nbo_charge": [-0.088, -0.126, -0.487, 0.960, -0.551, -0.499, 0.174, 0.210, 0.213, 0.194, -0.104, -0.103, -0.469, 0.964, -0.573, -0.492, 0.187, 0.198, 0.168, 0.223, -0.104, -0.095, -0.501, 0.981, -0.604, -0.479, 0.221, 0.188, 0.210, 0.189, -0.105, -0.106, -0.491, 0.982, -0.666, -0.456, 0.218, 0.210, 0.206, 0.213, -0.103, -0.096, -0.397, 0.954, 0.037, -0.377, 0.238, 0.244, 0.226, 0.263], "homo_energy_ha": [-0.4516, -0.4516], "fmax_ev_per_a": 7.36, "total_charge": 1, "multiplicity": 2, "de_lowest_kj_mol": 18.57, "e_tot_ev": -46579.48612, "s2": 0.75}

=====

2.
{"formula": "C4H11N2O", "method": "ωB97M-V with the def2-TZVPD basis set", "elements": ["C", "C", "C", "C", "N", "N", "O", "H", "H", "H", "H", "H", "H", "H", "H", "H", "H", "H"], "xyz": [[-1.344, 0.965, 0.810], [0.484, -1.486, -0.400], [2.136, -0.448, -1.804], [1.357, -0.320, -0.804], [-2.622, 0.568, 0.677], [-0.610, 0.868, 1.876], [1.231, 0.815, -0.076], [0.294, -2.384, -1.017], [0.772, -1.672, 0.656], [-0.600, -1.060, -0.243], [2.668, 0.411, -2.114], [-0.894, 1.153, -0.150], [2.147, -1.176, -2.624], [-3.181, 0.622, -0.193], [-3.161, 0.127, 1.342], [0.378, 1.048, 1.708], [-0.945, 0.526, 2.715], [1.891, 1.441, -0.360]], "nbo_charge": [0.399, -0.649, -0.480, 0.290, -0.724, -0.689, -0.738, 0.268, 0.224, 0.171, 0.189, 0.254, 0.240, 0.441, 0.411, 0.463, 0.421, 0.509], "homo_energy_ha": -0.4679, "fmax_ev_per_a": 4.12, "total_charge": 1, "de_lowest_kj_mol": 226.97, "e_tot_ev": -9346.50451}

=====

3.
{"formula": "C30H87N5O16", "method": "ωB97M-V with the def2-TZVPD basis set", "elements": ["C", "C", "O", "O", "H", "H", "H", "H", "H", "H", "C", "C", "O", "O", "H", "H", "H", "H", "H", "H", "C", "C", "O", "O", "H", "H", "H", "H", "H", "H", "C", "C", "O", "O", "H", "H", "H", "H", "H", "H", "C", "C", "O", "O", "H", "H", "H", "H", "H", "H", "O", "H", "H", "C", "C", "C", "O", "C", "N", "H", "H", "H", "H", "H", "H", "H", "H", "H", "H", "H", "C", "C", "C", "O", "C", "N", "H", "H", "H", "H", "H", "H", "H", "H", "H", "H", "H", "C", "C", "C", "O", "C", "N", "H", "H", "H", "H", "H", "H", "H", "H", "H", "H", "H", "C", "C", "C", "O", "C", "N", "H", "H", "H", "H", "H", "H", "H", "H", "H", "H", "H", "C", "C", "C", "O", "C", "N", "H", "H", "H", "H", "H", "H", "H", "H", "H", "H", "H"], "xyz": [[0.544, 3.954, -0.742], [0.489, 2.458, -0.601], [-0.127, 1.839, -1.717], [0.723, 4.516, 0.534], [-0.473, 4.239, -1.061], [1.254, 4.291, -1.468], [-0.059, 2.208, 0.282], [1.535, 2.086, -0.380], [0.153, 0.887, -1.759], [1.375, 4.014, 1.057], [-4.235, -1.631, -0.959], [-5.743, -1.400, -1.058], [-6.185, -2.076, -2.225], [-3.563, -1.006, -2.035], [-3.966, -2.691, -0.928], [-3.850, -1.218, -0.083], [-5.941, -0.307, -1.254], [-6.315, -1.739, -0.188], [-5.584, -2.785, -2.353], [-4.040, -1.257, -2.868], [-4.183, 3.477, -2.694], [-3.351, 2.876, -1.547], [-3.852, 3.421, -0.311], [-5.555, 3.105, -2.619], [-3.789, 3.203, -3.677], [-4.127, 4.553, -2.619], [-2.326, 3.122, -1.705], [-3.423, 1.806, -1.528], [-3.775, 2.870, 0.467], [-6.061, 3.856, -2.337], [-0.962, -1.187, -0.036], [0.588, -1.120, -0.327], [0.792, -0.843, -1.725], [-1.471, 0.126, 0.153], [-1.076, -1.656, 0.963], [-1.525, -1.718, -0.790], [1.049, -2.099, 0.053], [1.025, -0.352, 0.308], [1.797, -0.854, -1.774], [-1.668, 0.577, -0.668], [-4.990, 1.428, -5.984], [-5.239, 0.513, -4.863], [-4.374, -0.632, -4.691], [-3.793, 2.206, -5.867], [-5.871, 2.017, -6.141], [-4.853, 0.780, -6.854], [-6.300, 0.203, -4.934], [-5.229, 1.018, -3.901], [-3.522, -0.489, -5.130], [-3.362, 2.357, -6.756], [-2.946, -4.145, 0.659], [-2.569, -4.918, 1.067], [-2.767, -4.192, -0.290], [-3.454, 1.105, 4.762], [-2.725, 1.108, 3.445], [-2.197, 2.440, 3.112], [-3.233, 3.408, 2.979], [-2.786, 4.614, 2.483], [-1.577, 0.163, 3.429], [-4.310, 1.780, 4.818], [-2.778, 1.463, 5.538], [-3.872, 0.162, 5.019], [-3.463, 0.860, 2.658], [-1.633, 2.345, 2.163], [-1.490, 2.719, 3.916], [-2.247, 4.491, 1.575], [-2.035, 5.033, 3.209], [-3.581, 5.329, 2.473], [-1.302, -0.042, 2.477], [-1.764, -0.687, 3.931], [3.104, 1.517, 2.166], [2.709, 1.579, 3.606], [1.739, 2.750, 4.028], [2.054, 3.935, 3.265], [1.206, 5.033, 3.567], [2.176, 0.327, 4.043], [3.922, 0.836, 2.075], [3.501, 2.515, 1.915], [2.234, 1.283, 1.569], [3.642, 1.776, 4.121], [1.809, 2.974, 5.103], [0.730, 2.379, 3.719], [1.512, 5.561, 4.456], [0.199, 4.640, 3.540], [1.284, 5.835, 2.784], [2.227, 0.238, 5.069], [1.203, 0.222, 3.805], [5.408, 1.213, -0.802], [3.994, 0.917, -1.254], [3.738, 1.457, -2.683], [3.948, 2.857, -2.724], [4.071, 3.357, -3.992], [3.722, -0.519, -1.241], [5.591, 2.261, -0.883], [6.096, 0.750, -1.453], [5.521, 0.899, 0.265], [3.374, 1.514, -0.575], [2.676, 1.291, -2.920], [4.405, 0.871, -3.385], [3.104, 3.298, -4.537], [4.806, 2.771, -4.576], [4.329, 4.390, -3.889], [4.348, -0.986, -1.848], [3.746, -0.916, -0.294], [5.312, -2.166, 2.293], [4.159, -3.170, 2.355], [4.210, -3.872, 3.719], [5.521, -4.437, 3.826], [5.664, -5.164, 4.986], [2.940, -2.457, 2.116], [5.087, -1.383, 1.572], [6.282, -2.489, 2.034], [5.402, -1.658, 3.252], [4.244, -3.994, 1.632], [3.395, -4.552, 3.960], [4.222, -3.008, 4.456], [5.475, -4.610, 5.897], [6.682, -5.472, 5.028], [5.075, -6.099, 5.022], [2.803, -1.705, 2.773], [2.171, -3.103, 2.018], [0.332, -6.394, -1.985], [0.681, -4.959, -2.383], [-0.214, -3.992, -1.700], [-1.571, -4.305, -2.027], [-1.890, -3.727, -3.260], [2.066, -4.509, -2.067], [1.003, -7.055, -2.513], [-0.706, -6.625, -2.309], [0.405, -6.566, -0.909], [0.530, -4.984, -3.465], [-0.011, -2.952, -2.008], [-0.181, -4.072, -0.585], [-1.641, -2.639, -3.233], [-2.956, -3.848, -3.450], [-1.363, -4.161, -4.102], [2.125, -3.619, -2.577], [2.785, -5.062, -2.486]], "lowdin_charge": [-0.229, -0.259, -0.079, -0.068, 0.121, 0.111, 0.090, 0.104, 0.058, 0.069, -0.245, -0.202, -0.062, -0.091, 0.097, 0.092, 0.139, 0.117, 0.053, 0.063, -0.214, -0.193, -0.062, -0.065, 0.099, 0.116, 0.080, 0.099, 0.062, 0.073, -0.201, -0.220, -0.129, -0.091, 0.121, 0.088, 0.110, 0.094, 0.071, 0.057, -0.250, -0.223, -0.080, -0.082, 0.116, 0.124, 0.139, 0.102, 0.098, 0.117, -0.053, 0.030, 0.002, -0.055, -0.443, -0.231, -0.170, -0.122, 0.070, 0.085, 0.086, 0.063, 0.145, 0.124, 0.121, 0.067, 0.091, 0.090, 0.036, 0.069, -0.060, -0.447, -0.142, -0.224, -0.103, 0.043, 0.056, 0.098, 0.060, 0.135, 0.130, 0.109, 0.080, 0.059, 0.103, 0.096, 0.052, -0.051, -0.423, -0.187, -0.187, -0.138, 0.069, 0.070, 0.065, 0.082, 0.101, 0.124, 0.142, 0.098, 0.094, 0.083, 0.074, 0.078, -0.049, -0.439, -0.196, -0.184, -0.151, 0.050, 0.045, 0.062, 0.083, 0.145, 0.122, 0.135, 0.085, 0.076, 0.095, 0.043, 0.073, -0.048, -0.442, -0.221, -0.216, -0.106, 0.053, 0.068, 0.090, 0.081, 0.127, 0.097, 0.143, 0.101, 0.093, 0.081, 0.074, 0.057], "homo_energy_ha": -0.3344, "smiles": "COC[C@H](C)N.COC[C@H](C)N.COC[C@H](C)N.COC[C@H](C)N.COC[C@H](C)N.OCCO.OCCO.OCCO.OCCO.OCCO.O", "fmax_ev_per_a": 2.83, "de_lowest_kj_mol": 0.00, "e_tot_ev": -72725.94469}

=====

4.
{"formula": "C28H48CaN9O4S3SeSi", "method": "ωB97M-V with the def2-TZVPD basis set", "elements": ["Ca", "N", "C", "N", "C", "C", "S", "C", "C", "S", "C", "N", "N", "H", "H", "H", "H", "H", "H", "N", "C", "C", "C", "C", "N", "H", "H", "H", "H", "H", "H", "H", "H", "H", "H", "H", "H", "C", "C", "C", "C", "O", "Si", "S", "O", "C", "C", "C", "C", "O", "C", "C", "C", "C", "H", "H", "H", "H", "H", "H", "H", "H", "H", "H", "H", "H", "H", "H", "H", "H", "H", "H", "H", "H", "H", "H", "H", "H", "H", "H", "H", "Se", "N", "C", "C", "C", "C", "N", "C", "N", "H", "H", "H", "O", "C"], "xyz": [[-0.409, 0.064, -0.174], [-4.110, 1.231, 1.054], [-3.106, 1.890, 1.674], [-1.845, 1.694, 1.434], [-1.052, 2.450, 2.262], [-1.734, 3.222, 3.155], [-3.437, 3.019, 2.968], [0.384, 2.461, 2.078], [1.271, 3.101, 2.892], [2.855, 3.060, 2.219], [2.195, 2.192, 0.839], [0.927, 1.915, 0.942], [2.951, 1.967, -0.236], [-3.876, 0.802, 0.169], [-5.038, 1.608, 1.155], [-1.355, 3.913, 3.879], [1.092, 3.598, 3.823], [3.948, 2.065, -0.134], [2.630, 1.240, -0.882], [-1.751, -1.411, 1.303], [-2.792, -2.430, 1.457], [-2.543, -3.736, 0.665], [-1.267, -3.823, -0.185], [-1.415, -3.325, -1.630], [-0.860, -1.983, -1.813], [-0.883, -1.774, 1.687], [-2.017, -0.627, 1.890], [-3.740, -1.981, 1.146], [-2.902, -2.698, 2.519], [-3.397, -3.925, 0.014], [-2.519, -4.555, 1.385], [-0.984, -4.876, -0.221], [-0.449, -3.283, 0.291], [-2.472, -3.306, -1.910], [-0.916, -4.040, -2.301], [-1.115, -1.648, -2.740], [0.160, -2.049, -1.825], [0.429, -2.190, 3.684], [1.818, -1.868, 3.115], [2.736, -3.061, 3.367], [2.354, -0.609, 3.795], [1.686, -1.628, 1.708], [2.940, -1.550, 0.631], [1.984, -0.804, -1.089], [3.694, -2.952, 0.348], [3.599, -4.012, -0.593], [4.014, -3.526, -1.983], [4.558, -5.097, -0.097], [2.166, -4.536, -0.639], [4.039, -0.520, 1.238], [5.464, -0.469, 1.161], [5.897, 0.825, 1.859], [5.914, -0.477, -0.299], [6.070, -1.668, 1.894], [0.528, -2.470, 4.730], [-0.013, -3.030, 3.150], [-0.223, -1.318, 3.629], [2.805, -3.264, 4.432], [3.731, -2.862, 2.983], [2.344, -3.944, 2.866], [2.429, -0.767, 4.867], [1.689, 0.233, 3.603], [3.332, -0.364, 3.397], [5.061, -3.234, -1.992], [3.414, -2.665, -2.271], [3.868, -4.316, -2.713], [5.572, -4.704, -0.049], [4.539, -5.947, -0.773], [4.270, -5.428, 0.898], [1.519, -3.759, -1.037], [1.831, -4.798, 0.361], [2.101, -5.412, -1.277], [5.546, 1.705, 1.323], [6.982, 0.860, 1.916], [5.494, 0.858, 2.869], [5.424, 0.315, -0.862], [5.646, -1.427, -0.752], [6.990, -0.342, -0.365], [5.825, -1.629, 2.953], [7.151, -1.657, 1.790], [5.683, -2.590, 1.471], [-3.193, 3.873, -4.738], [-3.690, 2.251, -4.693], [-3.762, 1.404, -3.664], [-4.706, 0.359, -3.663], [-4.651, -0.617, -2.691], [-3.649, -0.556, -1.731], [-2.727, 0.406, -1.710], [-2.781, 1.355, -2.628], [-1.794, 2.305, -2.636], [-5.450, 0.349, -4.442], [-5.368, -1.424, -2.685], [-3.541, -1.310, -0.968], [0.308, 2.847, -1.754], [-0.722, 2.497, -2.135]], "lowdin_charge": [1.158, 0.117, -0.694, 0.012, -0.341, -0.337, 1.082, -0.363, -0.350, 1.079, -0.689, -0.017, 0.096, 0.054, 0.104, 0.075, 0.073, 0.080, -0.043, -0.077, -0.239, -0.170, -0.193, -0.252, -0.089, 0.022, 0.054, 0.095, 0.116, 0.103, 0.107, 0.113, 0.084, 0.101, 0.116, 0.083, -0.052, -0.028, -0.621, -0.013, -0.009, -0.183, -0.105, 0.378, -0.152, -0.635, -0.036, -0.015, -0.028, -0.154, -0.620, -0.023, -0.009, -0.018, 0.096, 0.085, 0.079, 0.097, 0.066, 0.091, 0.097, 0.077, 0.067, 0.081, 0.024, 0.091, 0.086, 0.090, 0.087, 0.045, 0.087, 0.096, 0.059, 0.093, 0.082, 0.081, 0.067, 0.096, 0.089, 0.094, 0.068, 0.873, -0.439, -0.360, 0.025, -0.029, -0.160, 0.057, -0.278, 0.167, 0.126, 0.116, 0.088, 0.209, -0.306], "homo_energy_ha": [-0.3688, -0.3688], "fmax_ev_per_a": 1.82, "total_charge": 1, "de_lowest_kj_mol": 220.35, "e_tot_ev": -175587.99860}